{
  "formula": "C27H66IN20O10",
  "method": "the ωB97M-V functional and the def2-TZVPD basis",
  "symbols": ["I", "O", "O", "O", "O", "O", "O", "O", "O", "O", "O", "N", "N", "N", "N", "N", "N", "N", "N", "N", "N", "N", "N", "N", "N", "N", "N", "N", "N", "N", "N", "C", "C", "C", "C", "C", "C", "C", "C", "C", "C", "C", "C", "C", "C", "C", "C", "C", "C", "C", "C", "C", "C", "C", "C", "C", "C", "C", "H", "H", "H", "H", "H", "H", "H", "H", "H", "H", "H", "H", "H", "H", "H", "H", "H", "H", "H", "H", "H", "H", "H", "H", "H", "H", "H", "H", "H", "H", "H", "H", "H", "H", "H", "H", "H", "H", "H", "H", "H", "H", "H", "H", "H", "H", "H", "H", "H", "H", "H", "H", "H", "H", "H", "H", "H", "H", "H", "H", "H", "H", "H", "H", "H", "H"],
  "xyz": [[6.671723, -0.432416, -1.379582], [8.059670, -0.878101, 6.059308], [-9.219072, -3.309205, 1.148028], [-3.784604, -4.826335, -5.329551], [-1.749890, -2.067113, -1.852109], [-3.671802, 1.582920, -5.429907], [-5.889579, 0.943227, -2.713364], [0.510513, 2.442295, -0.525750], [-5.837582, -1.420369, 2.889663], [5.389535, 1.601515, -5.615935], [2.400645, -3.923716, 0.544692], [-5.919948, -5.480539, -5.032436], [6.940911, 0.408508, -4.499489], [6.926068, 0.418403, -6.762785], [-3.430121, 3.747211, -6.007766], [-8.008260, 1.394648, -2.094200], [0.782369, 2.266347, -2.755464], [-6.282342, 0.448641, 4.066724], [-3.313370, -1.370050, -3.317072], [-7.218285, -4.239007, 0.691076], [-9.125907, -5.270041, 0.042409], [-7.956263, -0.968949, 3.508826], [3.787237, -4.115070, -1.220876], [-5.012984, -3.910658, -3.677551], [-3.154880, -0.402368, -1.277147], [-6.334339, 2.812238, -1.536303], [4.209408, -2.588699, 0.396155], [6.036411, -0.405036, 4.731572], [-0.570656, 0.661619, 2.771474], [-4.730413, 3.179650, -4.244264], [1.486056, 4.121976, -1.667214], [-8.562917, -4.214939, 0.658382], [5.318547, 2.944049, 1.402106], [7.477704, -0.895864, 4.834528], [4.692595, 1.669106, 3.741818], [0.705154, 3.001964, 2.658017], [-0.330750, -0.602195, 1.942322], [6.357137, 0.857000, -5.625431], [0.502130, 1.542418, 3.362412], [5.221104, 1.430209, 0.797860], [8.393743, -1.449953, 3.592635], [0.901402, 2.913441, -1.582100], [3.836238, -1.669420, 4.641328], [-3.927736, 2.761426, -5.239463], [4.848954, 3.128940, 2.956787], [3.331622, 3.833169, 2.956713], [-1.752577, -1.350772, 1.499265], [-2.069594, 0.837062, 2.909427], [2.242908, 3.028562, 2.032136], [-4.838585, -4.744409, -4.718766], [-6.640795, -0.693274, 3.452538], [5.291483, -1.394832, 3.864140], [-6.692791, 1.670323, -2.150488], [-2.680022, -1.327042, -2.131027], [3.401906, -3.565400, -0.055086], [6.135777, 0.970298, 4.113248], [5.840397, 1.493074, -0.754010], [-2.900068, -0.390345, 2.173925], [-6.981131, 3.423860, -1.067651], [-8.268274, -1.819521, 3.058857], [-5.873195, -3.829172, -3.162329], [6.437478, 3.347524, 1.324907], [7.723121, -0.194887, -6.790940], [-5.126052, 2.469422, -3.642316], [-3.629402, 4.723128, -5.866593], [-2.821091, 3.475383, -6.768383], [3.894285, -2.748022, 5.095984], [0.170412, 1.749528, 4.491110], [9.279519, -0.749391, 3.276102], [7.777447, -1.760607, 2.639832], [1.595101, 4.642507, -0.806719], [4.197586, 1.953450, 4.792559], [3.955390, -2.148371, 1.270730], [6.517256, 0.732448, -7.633155], [5.794241, -2.449227, 3.771150], [-5.300947, 0.693281, 4.047743], [-4.081048, -0.769003, -3.565004], [-1.901270, -2.354057, 0.884111], [7.738150, -0.204937, -4.487159], [2.520556, 1.914459, 1.806437], [6.911234, 0.946679, 3.233233], [6.624790, 1.671284, 4.947034], [3.509936, 4.893459, 2.434789], [0.347675, 1.353113, -2.735685], [-3.919761, 0.216055, -1.488618], [8.904222, -2.456680, 3.980752], [-6.796439, -5.427151, -4.541393], [4.608315, -3.833462, -1.729390], [1.814428, 4.526806, -2.527734], [1.098102, 2.637968, -3.635388], [2.909601, -1.473440, 3.953806], [-4.952945, 4.145491, -4.071516], [-2.986969, -2.052252, -3.988942], [2.965148, 4.071853, 4.044560], [0.645727, 3.858892, 3.468209], [-5.352943, 3.056877, -1.555283], [-2.706110, -0.336828, -0.372931], [6.543468, 0.714974, -3.621160], [-6.754744, -3.463235, 1.145668], [5.859753, 0.621613, 1.356768], [3.206934, -4.854097, -1.595619], [3.772644, -0.927886, 5.574591], [-10.136195, -5.290968, -0.004235], [-6.660752, -4.975989, 0.293496], [3.921483, 0.950952, 3.221512], [-4.074006, -0.539774, 2.148794], [4.674597, 3.641194, 0.704997], [-0.114115, 3.224141, 1.854759], [1.482259, 0.886670, 3.441715], [-5.831194, -6.121170, -5.810261], [4.142833, 0.993527, 0.680607], [-8.602455, -6.025509, -0.366831], [0.716332, -1.061428, 1.628644], [2.163737, 3.603809, 1.002973], [-6.929135, 1.060264, 4.535376], [5.038116, -2.279787, -0.083456], [4.989108, -0.963808, 2.798752], [6.720262, 2.284931, -0.687804], [4.948216, 1.864673, -1.422152], [-8.320270, 0.544075, -2.544169], [-8.685041, 1.980943, -1.635466], [-2.550766, 1.752308, 3.494390], [-8.633044, -0.382654, 3.967560], [-4.223378, -3.338348, -3.408610]],
  "forces_ev_per_a": [[-0.19, 0.42, 0.61], [-3.36, -0.09, -7.51], [-0.29, 0.26, 0.21], [-0.03, -0.05, -0.12], [0.15, -0.35, -0.09], [-0.01, 0.09, -0.08], [0.34, -0.17, -0.16], [-0.09, 0.10, -0.17], [-0.10, -0.24, -0.19], [-0.10, 0.10, -0.12], [-0.05, -0.11, 0.00], [-1.16, -1.22, -0.81], [0.14, 0.13, 0.65], [0.37, -0.28, -1.75], [0.83, 0.88, -1.26], [-1.10, -0.65, -0.28], [-0.34, -0.97, -1.05], [0.87, 1.16, 0.48], [-0.58, -0.71, -1.47], [1.00, 0.37, 0.18], [-1.19, -1.00, -0.67], [-1.18, -0.65, -0.13], [0.15, -1.04, -1.37], [0.13, 0.59, 0.77], [-0.20, 0.65, 0.85], [0.80, 1.06, 0.35], [0.48, 0.82, 0.83], [2.88, -1.66, -1.73], [-3.46, -3.62, -2.44], [-0.83, 0.32, 1.08], [0.58, 1.60, 0.30], [0.32, 0.44, 0.29], [-0.02, 0.05, 0.41], [2.51, 0.40, 5.88], [-0.18, 1.22, 0.60], [0.95, -0.06, 0.00], [-3.99, -0.57, -0.18], [-0.48, 0.41, 0.47], [-0.42, 0.38, 1.74], [0.77, -0.57, -1.56], [0.02, -1.29, 0.01], [-0.40, -0.64, 0.78], [0.69, 0.37, 0.80], [0.11, -0.99, 0.06], [-1.65, -1.10, -0.11], [1.41, 0.02, -0.90], [1.34, 4.90, 3.50], [-0.14, -3.20, -1.92], [-1.25, 0.88, -0.40], [0.85, 0.30, -0.02], [0.15, -0.36, -0.21], [-2.60, -0.34, -0.07], [-0.21, -0.28, 0.21], [0.49, 0.11, 0.61], [-0.69, 0.03, 0.68], [0.27, 1.99, 0.35], [-1.09, 2.35, 2.06], [5.20, 1.32, 0.42], [0.13, -0.15, -0.07], [-0.07, 0.22, -0.02], [0.18, 0.02, -0.10], [-2.11, -1.16, -0.16], [-0.18, 0.13, 0.04], [0.16, -0.10, -0.28], [0.05, -0.22, 0.00], [-0.23, 0.13, 0.32], [-0.56, 1.96, -1.04], [0.66, -0.63, -2.36], [-1.99, -1.05, 0.86], [1.08, 0.93, 1.91], [0.02, -0.20, -0.33], [1.02, -0.75, -2.16], [0.11, -0.14, -0.32], [0.18, -0.16, 0.35], [-0.61, 2.23, 0.12], [-0.27, -0.08, 0.05], [0.13, 0.16, -0.03], [0.61, 2.58, 1.47], [-0.18, 0.12, 0.09], [-0.31, 2.22, 0.41], [-1.61, 0.20, 1.20], [-1.06, -1.52, -1.89], [-0.54, -2.10, 1.15], [0.15, 0.27, -0.02], [0.04, -0.14, -0.17], [-1.15, 2.28, -0.69], [0.21, 0.02, -0.10], [-0.18, 0.03, 0.11], [-0.02, -0.13, 0.18], [-0.01, -0.10, 0.18], [1.76, -0.69, 1.28], [0.11, -0.16, -0.14], [0.14, 0.50, 0.04], [0.54, -0.73, -1.94], [0.04, -1.82, -1.45], [-0.28, -0.06, 0.20], [-0.01, 0.05, -0.04], [0.23, -0.20, -0.43], [0.05, -0.15, -0.05], [-1.19, 1.80, -0.75], [0.21, 0.35, 0.13], [0.16, -1.55, -2.21], [0.42, -0.03, 0.02], [-0.08, 0.14, 0.11], [1.45, 0.69, 0.81], [2.89, 0.40, 0.16], [1.17, -1.24, 1.16], [1.58, -0.77, 1.42], [-1.94, 1.53, -0.44], [-0.06, 0.27, 0.32], [1.88, 1.00, 0.44], [-0.08, 0.16, 0.12], [-2.32, 1.57, 1.02], [0.29, -1.42, 2.02], [0.13, -0.17, -0.10], [-0.15, 0.07, 0.06], [1.13, -0.84, 2.09], [-1.77, -1.88, -0.59], [2.13, -0.97, 0.81], [0.09, 0.31, 0.21], [0.16, -0.14, -0.06], [1.48, -2.19, -1.40], [0.18, -0.12, -0.09], [-0.37, -0.07, 0.17]],
  "mulliken_charge": [-0.088, -0.619, -0.660, -0.660, -0.726, -0.629, -0.666, -0.559, -0.623, -0.661, -0.668, -0.387, -0.243, -0.397, -0.410, -0.456, -0.437, -0.366, -0.350, -0.330, -0.408, -0.384, -0.359, -0.275, 0.001, -0.416, 0.042, 0.074, 0.349, -0.279, -0.390, 0.670, -0.703, 0.373, 0.620, -0.492, -0.177, 0.565, -0.298, 0.926, -0.817, 0.696, -0.880, 0.548, -0.952, -1.032, -0.984, -0.338, 1.576, 0.632, 0.666, 0.353, 0.886, 0.670, 0.615, -0.721, -1.006, -0.085, 0.166, 0.196, 0.145, 0.378, 0.159, 0.068, 0.146, 0.247, 0.342, 0.265, 0.293, 0.210, 0.225, 0.405, -0.060, 0.228, 0.543, 0.213, 0.037, 0.382, 0.121, -0.525, 0.121, 0.326, 0.345, 0.213, 0.042, 0.279, 0.147, 0.152, 0.159, 0.135, 0.061, 0.159, 0.328, 0.398, 0.374, 0.242, 0.074, 0.157, 0.171, -0.337, 0.230, 0.282, 0.223, 0.175, -0.484, 0.162, 0.305, 0.208, -0.173, 0.232, -0.079, 0.165, 0.410, -0.918, 0.153, -0.032, -0.618, 0.406, 0.409, 0.229, 0.140, 0.240, 0.143, 0.132],
  "max_force_ha_per_bohr": 0.1601,
  "multiplicity": 1,
  "charge": -1,
  "lumo_energy_ha": 0.050,
  "homo_lumo_gap_ev": 3.40
}

{
  "formula": "C16H24INO6Pb",
  "method": "the ωB97M-V functional and the def2-TZVPD basis",
  "symbols": ["Pb", "I", "O", "O", "O", "O", "O", "O", "N", "C", "C", "C", "C", "C", "C", "C", "C", "C", "C", "C", "C", "C", "C", "C", "C", "H", "H", "H", "H", "H", "H", "H", "H", "H", "H", "H", "H", "H", "H", "H", "H", "H", "H", "H", "H", "H", "H", "H", "H"],
  "xyz": [[-0.696586, 0.413116, -0.601056], [4.351612, 1.140568, -3.083667], [-2.238608, -3.499967, -2.696160], [1.008876, -4.027383, 0.357632], [-1.943969, -2.077440, 0.581914], [-1.130330, -1.603078, -2.123097], [-0.486721, -3.625070, -1.223677], [1.548104, 0.157917, -1.752144], [1.492241, -1.811274, -2.840358], [0.993109, 1.520909, 1.056606], [-2.501057, 1.619069, 2.443153], [-1.639402, -2.736739, -1.700697], [-1.830424, 3.874087, 0.310486], [1.231790, 3.493396, -0.593650], [-1.202744, 1.784879, 1.708878], [2.431200, 1.101990, 1.084378], [3.638422, -0.756757, -2.444207], [-2.617082, -2.615877, -0.543422], [-0.061809, -3.578720, 0.028933], [-0.901133, 2.782600, 0.754740], [2.130960, -0.768328, -2.335433], [0.184339, -0.025966, 2.973473], [-0.040247, 0.988777, 1.893100], [0.455539, 2.620238, 0.348802], [-1.015718, -3.025117, 1.077741], [-1.816917, 4.710293, 1.014377], [1.867749, 2.895782, -1.249340], [-1.990333, -3.067776, -3.522262], [-0.433933, -2.550653, 1.860984], [-1.547539, -3.883145, 1.509829], [-1.551388, 4.268518, -0.666139], [2.975315, 1.654348, 1.856435], [-3.064996, -3.587303, -0.310154], [-2.861371, 3.524298, 0.245019], [1.995402, -2.591874, -3.222333], [0.724561, 0.425670, 3.810485], [-3.338529, 2.012240, 1.865853], [-3.396629, -1.913461, -0.833186], [2.535213, 0.039148, 1.308617], [-2.490183, 2.150232, 3.398653], [-2.710125, 0.569007, 2.650961], [0.572278, 4.092626, -1.221059], [4.058493, -0.927457, -1.456076], [-0.758099, -0.411404, 3.362993], [0.789027, -0.867709, 2.633072], [0.472004, -1.867337, -2.660928], [1.878950, 4.184578, -0.047171], [2.915874, 1.295888, 0.128269], [4.014812, -1.500339, -3.139166]],
  "forces_ev_per_a": [[-0.05, -0.03, 0.04], [0.01, -0.02, 0.00], [-0.05, 0.05, 0.00], [0.01, 0.02, -0.01], [0.02, -0.01, 0.04], [0.02, -0.01, 0.07], [-0.02, -0.01, -0.03], [0.01, 0.04, -0.05], [0.05, 0.09, -0.02], [-0.03, -0.06, 0.00], [0.03, 0.00, -0.04], [0.05, 0.00, -0.02], [0.02, -0.03, 0.01], [-0.02, -0.03, 0.02], [0.00, -0.03, 0.01], [-0.03, 0.02, -0.02], [-0.04, 0.01, -0.02], [-0.05, -0.01, -0.08], [-0.01, -0.03, 0.03], [-0.04, 0.05, 0.03], [0.07, -0.04, 0.04], [-0.04, -0.02, -0.02], [0.04, 0.06, 0.02], [0.06, 0.04, -0.03], [0.00, 0.04, -0.02], [0.00, 0.01, 0.00], [0.01, 0.01, 0.00], [0.01, -0.03, 0.00], [0.02, 0.01, 0.01], [0.01, 0.01, 0.00], [-0.01, 0.00, -0.01], [0.00, -0.01, 0.01], [0.01, 0.01, 0.04], [-0.01, 0.02, 0.00], [0.00, -0.02, 0.02], [-0.03, 0.02, 0.02], [-0.01, 0.00, 0.01], [-0.01, -0.02, 0.01], [0.02, 0.00, -0.01], [0.00, -0.01, 0.01], [-0.01, 0.00, 0.01], [0.01, 0.00, -0.01], [0.01, 0.01, 0.00], [0.01, -0.04, -0.02], [0.00, 0.00, 0.00], [-0.03, -0.07, -0.04], [0.00, 0.01, 0.00], [0.01, 0.00, 0.00], [0.00, 0.00, 0.01]],
  "nbo_charge": [1.436, 0.125, -0.719, -0.596, -0.533, -0.915, -0.546, -0.734, -0.777, -0.171, -0.633, 0.739, -0.636, -0.660, -0.157, -0.642, -0.613, -0.138, 0.761, -0.136, 0.667, -0.642, -0.132, -0.072, -0.192, 0.220, 0.229, 0.486, 0.220, 0.202, 0.215, 0.218, 0.189, 0.212, 0.400, 0.222, 0.214, 0.207, 0.214, 0.217, 0.217, 0.212, 0.255, 0.219, 0.213, 0.457, 0.216, 0.230, 0.232],
  "de_lowest_kj_mol": 46.0,
  "max_force_ha_per_bohr": 0.0021,
  "multiplicity": 1,
  "lumo_energy_ha": 0.000,
  "homo_lumo_gap_ev": 8.03
}